Below is one molecule with the formula C5H8N2O at a distorted geometry, with properties calculated with ωB97M-V/def2-TZVPD.

Last columns: bonded neighbours and bond lengths (Å).
Atoms and positions in Å:
1 O 2.931 -0.921 -0.072  C2 1.212
2 C 1.901 -0.292 0.037  O1 1.212, C3 1.482, N8 1.404
3 C 1.380 1.061 -0.269  C2 1.482, C4 1.517, H9 1.099, H10 1.069
4 C 0.146 0.686 0.531  C3 1.517, C5 1.560, N8 1.480, H11 1.129
5 C -1.223 0.647 -0.215  C4 1.560, C6 1.552, H12 1.096, H13 1.112
6 C -1.539 -0.855 0.013  C5 1.552, N7 1.437, H14 1.087, H15 1.093
7 N -0.274 -1.453 -0.316  C6 1.437, N8 1.411, H16 1.065
8 N 0.633 -0.710 0.469  C2 1.404, C4 1.480, N7 1.411
9 H 1.988 1.902 0.091  C3 1.099
10 H 1.157 1.225 -1.302  C3 1.069
11 H 0.082 1.111 1.576  C4 1.129
12 H -1.898 1.432 0.144  C5 1.096
13 H -0.967 0.835 -1.281  C5 1.112
14 H -2.334 -1.264 -0.606  C6 1.087
15 H -1.731 -0.982 1.081  C6 1.093
16 H -0.251 -2.424 0.120  N7 1.065

Output
Charge ... 0
E_LUMO ... 0.03407 Ha
HOMO energy ... -8.426 eV
Spin multiplicity ... 1
Structure (SMILES) ... O=C1C[C@H]2CCNN12
Calculated total energy ... -10340.1799 eV